Computed, not measured: a molecular structure, C6H10NO in a non-equilibrium geometry, with wB97M-V/def2-TZVPD.

XYZ file:
```
18
Properties=species:S:1:pos:R:3:forces:R:3:nbo_charge:R:1
O -2.141123 -0.922607 0.167745 -1.2 5.7 -1.4 -0.5900
C -2.398351 0.368719 -0.140076 -2.4 -4.5 4.8 0.2365
C -1.219945 1.330343 -0.060359 -1.1 -7.1 0.6 -0.4252
C -0.180338 0.878584 0.985535 0.8 1.5 -0.8 -0.4462
C 1.025252 0.168755 0.309530 -2.4 -0.7 0.2 0.0532
C 2.209656 0.202812 1.033341 1.1 -1.7 -1.3 0.0534
C 1.788122 -1.204614 -1.456556 -0.2 1.4 -1.5 -0.5136
N 0.660073 -0.654977 -0.720002 2.4 1.3 1.0 0.0108
H -3.618760 0.599042 -0.130069 3.3 0.0 -1.0 0.2523
H -1.225646 0.326890 -0.856139 2.1 2.6 -0.9 0.3599
H -1.254152 2.292522 -0.317164 -0.5 3.4 -1.6 0.2443
H 0.195416 1.728972 1.648251 -0.6 -1.0 -1.0 0.2453
H -0.687653 0.159157 1.590807 -0.1 -0.6 0.6 0.2806
H 2.411851 0.909088 1.797813 -0.4 0.8 0.7 0.2316
H 3.025843 -0.548806 0.965464 -0.7 0.4 -0.4 0.2316
H 2.067858 -2.092651 -0.930127 0.3 -1.0 0.2 0.2805
H 2.604109 -0.499754 -1.555028 0.5 0.1 0.8 0.2198
H 1.643233 -1.376354 -2.544250 -1.0 -0.6 0.9 0.2752
```
Forces are in eV/Å.

Computed properties:
- HOMO energy (eV) = -13.35
- relative energy (zero: lowest compared OMol25 entry of this formula, charge and spin) (kcal per mole) = 178.3
- Kohn-Sham gap (hartree) = 0.1805
- LUMO (eV) = -8.444
- 2S+1 = 1
- total charge = +1